{"formula": "C21H37AsCrN2O10SSi4", "method": "the ωB97M-V functional and the def2-TZVPD basis", "max_force_ev_per_a": 0.6, "charge": -1, "relative_energy_kj_mol": 0.00, "spin_multiplicity": 4, "s2": 3.95, "symbols": ["Cr", "C", "C", "N", "C", "C", "N", "C", "O", "O", "C", "O", "O", "H", "H", "H", "H", "H", "O", "As", "O", "O", "C", "C", "C", "C", "C", "C", "S", "O", "O", "O", "H", "H", "H", "H", "H", "C", "Si", "C", "C", "Si", "Si", "C", "C", "C", "Si", "C", "C", "C", "H", "H", "H", "H", "H", "H", "H", "H", "H", "H", "H", "H", "H", "H", "H", "H", "H", "H", "H", "H", "H", "H", "H", "H", "H", "H", "H"], "positions_angstrom": [[-1.41, -0.18, 0.47], [-0.21, -3.94, 0.62], [-0.58, -3.08, 1.77], [-0.92, -1.80, 1.74], [-1.10, -1.40, 3.04], [-0.88, -2.45, 3.88], [-0.56, -3.50, 3.05], [-0.91, -2.64, 5.35], [-1.19, -1.59, 6.07], [-0.66, -3.74, 5.81], [-1.49, 0.01, 3.29], [-1.62, 0.40, 4.46], [-1.64, 0.70, 2.24], [-0.81, -3.69, -0.25], [-0.36, -4.99, 0.86], [0.85, -3.79, 0.38], [-0.33, -4.42, 3.40], [-1.35, -0.77, 5.50], [-1.18, 1.45, -3.05], [-2.63, 1.61, -2.05], [-3.33, 3.05, -2.35], [-2.16, 1.33, -0.47], [-3.68, 0.20, -2.88], [-4.48, 0.70, -3.91], [-5.22, -0.16, -4.71], [-5.17, -1.53, -4.50], [-4.39, -2.03, -3.47], [-3.66, -1.17, -2.67], [-2.80, -1.86, -1.28], [-1.42, -1.30, -1.30], [-2.83, -3.29, -1.43], [-3.45, -1.31, -0.09], [-0.91, 2.34, -3.30], [-4.51, 1.77, -4.06], [-5.83, 0.25, -5.50], [-5.73, -2.20, -5.13], [-4.34, -3.09, -3.27], [0.29, 3.93, -1.54], [0.88, 3.08, 0.04], [2.63, 3.76, 0.31], [-0.22, 3.72, 1.43], [0.94, 0.72, 0.04], [2.37, 0.33, 1.89], [1.85, 1.41, 3.35], [2.44, -1.47, 2.51], [4.21, 0.69, 1.61], [2.10, -0.24, -1.76], [3.72, 0.69, -2.05], [2.50, -2.04, -1.35], [1.27, -0.31, -3.44], [0.53, 4.99, -1.43], [-0.79, 3.86, -1.70], [0.82, 3.57, -2.43], [2.63, 4.84, 0.11], [3.36, 3.29, -0.35], [2.96, 3.61, 1.34], [-0.43, 4.78, 1.26], [0.27, 3.63, 2.40], [-1.16, 3.18, 1.47], [0.78, 1.53, 3.46], [2.29, 2.41, 3.24], [2.24, 0.98, 4.28], [1.46, -1.93, 2.64], [2.95, -1.47, 3.48], [3.02, -2.09, 1.83], [4.41, 1.70, 1.25], [4.67, -0.01, 0.91], [4.71, 0.57, 2.57], [4.37, 0.71, -1.17], [3.52, 1.72, -2.35], [4.27, 0.21, -2.87], [2.94, -2.17, -0.36], [3.18, -2.45, -2.09], [1.57, -2.62, -1.39], [1.14, 0.67, -3.89], [0.29, -0.79, -3.40], [1.92, -0.90, -4.10]]}



{"formula": "C21H37BN3O2", "method": "the ωB97M-V functional and the def2-TZVPD basis", "max_force_ev_per_a": 2.7, "charge": -1, "relative_energy_kj_mol": 112.45, "symbols": ["C", "C", "B", "C", "C", "C", "C", "C", "O", "C", "C", "O", "H", "H", "H", "H", "H", "H", "H", "H", "H", "H", "H", "H", "H", "H", "H", "H", "C", "C", "C", "C", "N", "H", "H", "H", "H", "H", "H", "H", "C", "C", "C", "C", "N", "H", "H", "H", "H", "H", "H", "H", "C", "C", "C", "C", "N", "H", "H", "H", "H", "H", "H", "H"], "positions_angstrom": [[-4.86, -3.51, 1.28], [-4.05, -2.87, 1.93], [-2.97, -2.07, 2.89], [-1.40, -2.49, 2.55], [-0.91, -1.67, 1.27], [0.29, -2.35, 0.49], [-0.13, -3.66, -0.31], [-0.88, -3.26, -1.66], [-2.26, -2.95, -1.40], [-2.68, -1.78, -1.99], [-3.78, -0.97, -1.21], [-2.30, -1.34, -3.06], [-5.50, -4.29, 0.81], [-3.21, -2.39, 4.03], [-3.10, -0.88, 2.73], [-1.34, -3.60, 2.35], [-0.75, -2.17, 3.41], [-0.55, -0.67, 1.66], [-1.80, -1.48, 0.61], [0.81, -1.60, -0.20], [1.05, -2.67, 1.26], [-0.79, -4.31, 0.34], [0.81, -4.22, -0.60], [-0.86, -4.21, -2.29], [-0.28, -2.43, -2.11], [-3.35, -0.23, -0.49], [-4.39, -0.39, -1.96], [-4.49, -1.70, -0.73], [5.58, -2.01, -0.58], [4.79, -0.70, -0.60], [4.52, -0.15, 0.81], [3.72, -1.14, 1.58], [3.10, -1.90, 2.17], [5.03, -2.80, -0.07], [5.78, -2.35, -1.60], [6.54, -1.88, -0.07], [3.85, -0.87, -1.12], [5.35, 0.04, -1.17], [3.97, 0.79, 0.74], [5.46, 0.05, 1.33], [4.01, 3.72, -1.86], [5.24, 4.54, -1.45], [6.55, 3.76, -1.62], [6.53, 2.55, -0.77], [6.52, 1.61, -0.11], [3.89, 2.83, -1.23], [3.11, 4.32, -1.75], [4.08, 3.40, -2.90], [5.12, 4.85, -0.41], [5.28, 5.44, -2.06], [7.39, 4.39, -1.33], [6.69, 3.47, -2.67], [-7.05, 2.85, 0.22], [-5.82, 3.65, 0.65], [-4.52, 2.86, 0.51], [-4.57, 1.64, 1.37], [-4.61, 0.70, 2.03], [-7.20, 1.97, 0.85], [-7.95, 3.47, 0.31], [-6.96, 2.52, -0.82], [-5.95, 3.97, 1.69], [-5.75, 4.56, 0.04], [-3.67, 3.47, 0.82], [-4.37, 2.55, -0.53]]}



{"formula": "C21H37FNO7PS2", "method": "the ωB97M-V functional and the def2-TZVPD basis", "max_force_ev_per_a": 9.9, "energy_ev": -71865.52714, "smiles": "C#C[C@@]1([C@@H](C)F)[C@@](CSCC)(CP(=O)(O)O)OC(=O)[C@@]1(C)CCCCN.O=S1(=O)CCCC1", "symbols": ["C", "C", "C", "C", "C", "F", "C", "C", "S", "C", "C", "C", "P", "O", "O", "O", "O", "C", "O", "C", "C", "C", "C", "C", "C", "N", "H", "H", "H", "H", "H", "H", "H", "H", "H", "H", "H", "H", "H", "H", "H", "H", "H", "H", "H", "H", "H", "H", "H", "H", "H", "H", "H", "H", "H", "O", "S", "O", "C", "C", "C", "C", "H", "H", "H", "H", "H", "H", "H", "H"], "positions_angstrom": [[1.14, 2.27, 2.27], [0.79, 2.06, 0.90], [0.19, 1.72, -0.62], [-1.04, 2.79, -0.69], [-2.03, 2.70, -1.99], [-1.92, 2.81, 0.52], [1.56, 2.00, -1.53], [1.85, 3.50, -2.10], [0.78, 4.06, -3.53], [0.58, 5.93, -3.23], [-0.98, 6.40, -3.04], [2.97, 1.32, -1.06], [4.18, 2.47, -0.13], [5.13, 1.71, 0.91], [3.45, 3.83, 0.67], [5.29, 3.11, -1.36], [1.24, 1.21, -2.76], [0.79, -0.10, -2.22], [1.08, -1.23, -2.88], [-0.05, 0.12, -0.79], [-1.50, -0.52, -1.18], [0.53, -0.97, 0.28], [-0.56, -1.57, 1.35], [-1.39, -0.45, 2.21], [-0.76, -0.16, 3.70], [-1.41, -0.95, 4.81], [1.75, 2.53, 3.25], [-0.54, 3.87, -0.73], [-2.63, 3.69, -2.14], [-1.50, 2.30, -2.96], [-2.85, 1.87, -1.73], [1.72, 4.29, -1.23], [2.98, 3.59, -2.49], [1.15, 6.28, -2.24], [1.03, 6.57, -4.10], [-0.97, 7.35, -2.32], [-1.68, 5.61, -2.53], [-1.50, 6.76, -4.03], [2.88, 0.34, -0.43], [3.53, 1.01, -2.07], [4.13, 4.59, 0.69], [5.16, 4.10, -1.46], [-2.37, -0.25, -0.45], [-1.35, -1.69, -1.33], [-1.81, -0.12, -2.26], [0.89, -1.91, -0.36], [1.47, -0.64, 0.90], [-1.30, -2.37, 0.89], [0.08, -2.18, 2.16], [-2.49, -0.88, 2.37], [-1.53, 0.50, 1.54], [-0.78, 1.00, 3.88], [0.37, -0.51, 3.65], [-2.44, -0.81, 4.86], [-0.96, -0.57, 5.70], [-1.72, -4.15, 0.76], [-2.32, -5.47, 0.83], [-3.74, -5.69, 0.65], [-1.42, -6.56, -0.26], [-0.29, -7.11, 0.60], [-0.93, -7.44, 1.95], [-1.79, -6.25, 2.35], [-1.06, -6.00, -1.13], [-2.10, -7.35, -0.58], [0.17, -7.99, 0.14], [0.48, -6.35, 0.73], [-1.56, -8.33, 1.85], [-0.17, -7.65, 2.71], [-2.67, -6.56, 2.92], [-1.22, -5.51, 2.93]]}



{"formula": "C21H37N2O10PS2", "method": "the ωB97M-V functional and the def2-TZVPD basis", "max_force_ev_per_a": 4.5, "relative_energy_kj_mol": 337.24, "smiles": "CNC[C@]1(c2ccncc2)OC(=O)[C@H](P(C)O)[C@H]1C[C@H]1CO1.CCOS(C)(=O)=O.CCOS(C)(=O)=O", "symbols": ["C", "N", "C", "C", "C", "C", "C", "N", "C", "C", "O", "C", "O", "C", "P", "C", "O", "C", "C", "C", "C", "O", "H", "H", "H", "H", "H", "H", "H", "H", "H", "H", "H", "H", "H", "H", "H", "H", "H", "H", "H", "H", "H", "C", "C", "O", "S", "C", "O", "O", "H", "H", "H", "H", "H", "H", "H", "H", "C", "C", "O", "S", "C", "O", "O", "H", "H", "H", "H", "H", "H", "H", "H"], "positions_angstrom": [[3.81, -2.41, -0.24], [2.92, -1.24, -0.02], [1.66, -1.33, -0.80], [1.54, -0.03, -1.74], [2.37, -0.18, -3.03], [2.87, -1.48, -3.52], [3.59, -1.46, -4.77], [3.89, -0.43, -5.59], [3.48, 0.78, -5.15], [2.75, 0.92, -3.91], [2.00, 0.99, -0.79], [0.99, 1.29, 0.11], [1.14, 1.73, 1.21], [-0.42, 0.92, -0.49], [-1.57, -0.23, 0.46], [-2.18, -1.59, -0.72], [-3.00, 0.65, 0.79], [0.04, 0.46, -1.92], [-0.26, 1.72, -2.81], [-0.89, 1.22, -4.24], [-2.49, 1.03, -4.20], [-1.72, 2.20, -4.91], [3.27, -3.38, -0.34], [4.45, -2.16, -1.14], [4.53, -2.42, 0.62], [2.66, -1.21, 0.96], [0.84, -1.35, -0.03], [1.56, -2.29, -1.37], [2.72, -2.42, -2.97], [3.96, -2.46, -5.11], [3.69, 1.67, -5.78], [2.45, 1.96, -3.63], [-0.96, 1.90, -0.40], [-2.56, -1.09, -1.66], [-1.36, -2.31, -0.98], [-3.06, -2.10, -0.26], [-3.66, -0.05, 0.93], [-0.51, -0.36, -2.44], [0.61, 2.37, -3.06], [-1.09, 2.37, -2.46], [-0.28, 0.47, -4.86], [-3.06, 0.87, -5.14], [-2.97, 1.54, -3.33], [2.74, -1.97, 5.29], [4.03, -1.57, 4.61], [5.15, -2.30, 5.11], [5.36, -3.81, 4.60], [7.01, -4.02, 5.20], [5.38, -3.82, 3.17], [4.50, -4.68, 5.34], [2.46, -2.99, 5.02], [1.92, -1.31, 4.99], [2.84, -1.94, 6.37], [3.96, -1.67, 3.52], [4.23, -0.52, 4.81], [7.66, -3.33, 4.68], [7.31, -5.04, 5.01], [7.02, -3.82, 6.27], [-9.07, 3.61, 0.56], [-7.77, 3.61, -0.22], [-6.64, 3.86, 0.63], [-6.09, 2.65, 1.54], [-4.56, 3.40, 1.99], [-5.82, 1.52, 0.69], [-6.91, 2.54, 2.71], [-9.12, 2.75, 1.24], [-9.93, 3.55, -0.11], [-9.16, 4.51, 1.17], [-7.64, 2.68, -0.77], [-7.79, 4.42, -0.95], [-3.95, 3.53, 1.10], [-4.06, 2.73, 2.69], [-4.77, 4.36, 2.47]]}